Density functional theory data (the ωB97M-V functional and the def2-TZVPD basis) for a cluster of 10 separate species, C9H36N18O13S in total.

```
77
C9H36N18O13S (the ωB97M-V functional and the def2-TZVPD basis)
S 0.01 0.15 -0.09
O 0.93 -0.87 0.45
O -0.67 -0.43 -1.28
O -0.98 0.52 0.93
O 0.76 1.36 -0.52
C 3.80 2.53 1.29
O 4.53 2.96 2.17
N 2.95 1.47 1.48
N 3.64 3.11 0.05
H 2.75 1.10 2.39
H 2.17 1.36 0.83
H 2.95 2.67 -0.53
H 4.42 3.64 -0.29
C 2.19 -3.40 2.81
O 2.48 -4.07 3.78
N 1.75 -2.11 2.83
N 2.38 -3.87 1.53
H 1.52 -1.65 3.69
H 1.50 -1.63 1.97
H 2.94 -4.68 1.39
H 2.10 -3.34 0.72
C -2.45 -3.48 1.23
O -3.09 -4.53 1.24
N -2.88 -2.32 1.80
N -1.26 -3.39 0.57
H -2.24 -1.54 1.75
H -3.62 -2.35 2.47
H -0.79 -2.50 0.47
H -0.95 -4.19 0.05
C -2.41 1.71 3.92
O -2.67 2.03 5.07
N -1.83 0.51 3.60
N -2.66 2.51 2.83
H -1.43 0.41 2.67
H -1.25 0.18 4.36
H -2.23 2.26 1.95
H -3.52 3.02 2.80
C 0.90 -3.75 -2.79
O 1.00 -4.76 -3.46
N -0.32 -3.13 -2.62
N 1.90 -3.16 -2.07
H -1.13 -3.59 -2.99
H -0.39 -2.26 -2.13
H 2.80 -3.59 -1.97
H 1.70 -2.30 -1.58
C -0.26 4.53 1.35
O -0.67 5.66 1.60
N 0.34 3.73 2.28
N -0.39 3.97 0.11
H 0.52 2.79 1.97
H 0.39 4.03 3.23
H -0.75 4.58 -0.59
H -0.04 3.02 -0.04
C -1.34 1.99 -3.92
O -2.12 2.58 -4.67
N -1.21 0.64 -3.83
N -0.47 2.71 -3.13
H -0.83 0.29 -2.94
H -1.78 0.10 -4.45
H -0.14 2.33 -2.25
H -0.42 3.69 -3.29
C -4.40 -0.19 -0.94
O -5.62 -0.37 -1.01
N -3.86 0.76 -0.12
N -3.49 -0.98 -1.57
H -2.88 0.81 0.10
H -4.58 1.33 0.29
H -2.52 -0.72 -1.45
H -3.71 -1.74 -2.18
C 3.57 -0.27 -2.41
O 4.66 -0.39 -2.98
N 2.42 0.04 -3.07
N 3.46 -0.45 -1.07
H 1.56 0.08 -2.55
H 2.45 -0.02 -4.07
H 2.56 -0.44 -0.60
H 4.26 -0.72 -0.53
```

Summary:
Spin multiplicity: 1
LUMO energy (eV): 4.2
HOMO energy (eV): -5.38
Charge: -2
Relative energy (zero: lowest compared OMol25 entry of this formula, charge and spin) (kJ/mol): 0.0